Computed, not measured: a molecular structure, C43H47BBr2N13O4PRbS2, with the ωB97M-V functional and the def2-TZVPD basis.

```
! wB97M-V def2-TZVPD RIJCOSX def2/J DEFGRID3
* xyz -2 2
Rb 0.8292 0.2506 0.6439
C -1.9485 4.1931 2.5683
C -0.7633 3.5771 2.1502
N -0.8215 2.2753 2.3514
N -2.0110 2.0193 2.8920
C -2.7182 3.1531 3.0387
B -2.4262 0.5785 3.1842
N -3.0209 -0.0246 1.9083
C -3.3373 -1.3111 1.6654
C -4.0370 -1.3622 0.4791
C -4.1021 -0.0258 0.0691
N -3.4923 0.7640 0.9360
N -1.2180 -0.1857 3.7055
C -0.5059 0.1669 4.7926
C 0.5078 -0.7525 4.9447
C 0.3332 -1.6382 3.8754
N -0.7092 -1.2854 3.1444
N -3.5366 0.5788 4.2551
C -4.8615 0.5639 4.0252
C -5.5069 0.6755 5.2367
C -4.4623 0.7531 6.1663
N -3.2907 0.6947 5.5590
H -2.1978 5.2369 2.5337
H 0.1194 4.0158 1.7241
H -3.7039 3.1583 3.4627
H -3.0492 -2.0867 2.3437
H -4.4338 -2.2220 -0.0249
H -4.5720 0.3773 -0.8117
H -0.7832 1.0196 5.3826
H 1.2668 -0.7831 5.7050
H 0.9054 -2.5131 3.6341
H -5.2488 0.4880 3.0287
H -6.5665 0.6972 5.4162
H -4.5242 0.8371 7.2378
Br 1.5257 3.2156 4.9427
C 2.6217 1.6957 4.6290
C 3.4271 1.2482 5.6602
C 4.2372 0.1599 5.3791
C 4.1802 -0.4147 4.1237
C 3.3212 0.1247 3.1678
N 2.5625 1.1829 3.4277
C 3.2242 -0.5079 1.7665
O 2.9226 -1.7052 1.7561
O 3.4634 0.2418 0.8135
H 3.4208 1.7247 6.6276
H 4.9013 -0.2263 6.1395
H 4.7776 -1.2765 3.8678
C 3.1900 0.2137 -5.3031
C 3.5857 0.8989 -4.0371
C 4.6949 1.7295 -3.9426
C 4.9822 2.3659 -2.7452
C 4.0862 2.1758 -1.7028
Br 4.3423 3.1100 -0.0820
N 3.0381 1.3949 -1.7681
C 2.8085 0.7394 -2.8886
H 3.8987 0.4131 -6.1047
H 2.2013 0.5602 -5.6045
H 3.1272 -0.8619 -5.1488
H 5.3380 1.8747 -4.8012
H 5.8534 2.9910 -2.6262
H 1.9846 0.0418 -2.8755
C 1.5180 4.5680 -1.9093
N 0.2519 4.8063 -2.5761
C 0.3546 4.7990 -4.0225
C -0.8000 4.1092 -1.9944
N -0.5542 3.3082 -1.0481
N -2.0537 4.4096 -2.5457
C -3.1622 3.5893 -2.1134
C -2.4014 5.7964 -2.7534
H 2.3002 5.1523 -2.3923
H 1.7740 3.5059 -1.9348
H 1.4239 4.8701 -0.8684
H 1.0433 4.0186 -4.3613
H 0.7244 5.7676 -4.3751
H -0.6145 4.5973 -4.4702
H -1.3610 2.9294 -0.5717
H -3.5312 3.8480 -1.1113
H -2.8565 2.5456 -2.1093
H -3.9831 3.7034 -2.8236
H -1.4973 6.3943 -2.8156
H -3.0174 6.1722 -1.9265
H -2.9708 5.9037 -3.6813
S -1.7275 -6.6214 -3.6759
P -0.7219 -5.2743 -2.6353
S -0.9867 -3.3837 -3.1439
C -0.9632 -5.5642 -0.8391
C -0.8211 -6.8753 -0.4014
C -0.9175 -7.1680 0.9441
C -1.1468 -6.1478 1.8579
C -1.3027 -4.8417 1.4198
C -1.2191 -4.5478 0.0679
C 1.0849 -5.5975 -2.7323
C 1.5890 -6.1426 -3.9031
C 2.9539 -6.2555 -4.0894
C 3.8222 -5.8239 -3.0987
C 3.3199 -5.2842 -1.9238
C 1.9546 -5.1668 -1.7377
H -0.6377 -7.6553 -1.1306
H -0.8034 -8.1914 1.2844
H -1.1991 -6.3747 2.9166
H -1.4700 -4.0446 2.1310
H -1.3396 -3.5280 -0.2807
H 0.8907 -6.4803 -4.6580
H 3.3402 -6.6658 -5.0152
H 4.8930 -5.9018 -3.2462
H 3.9952 -4.9337 -1.1545
H 1.5739 -4.7352 -0.8215
C -1.8229 0.0554 -3.1729
O -0.6403 0.6935 -2.6124
C 0.1334 1.3667 -3.3840
O 0.0666 1.6045 -4.5715
H -2.4198 -0.2837 -2.3300
H -1.5241 -0.8026 -3.7779
H -2.3713 0.7807 -3.7775
*
```

Computed properties:
energy: -245297.260 eV
relative energy (zero: lowest compared OMol25 entry of this formula, charge and spin): 112.24 kJ/mol
HOMO level (spin up / spin down): -2.72 / -2.72 eV
HOMO-LUMO gap (spin up / spin down): 6.23 / 6.15 eV
E_LUMO (spin up / spin down): 0.129 / 0.126 Ha
M: 1161.132 g/mol